(1)
8
Properties=species:S:1:pos:R:3:forces:R:3 method="wB97M-V/def2-TZVPD" e_tot_ha=-191.77718 e_above_lowest_ev=3.614 e_homo_ev=-9.500 smiles=C#CCO
O 0.348745 -1.596457 -0.762897 1.093 -0.017 1.671
C 0.352106 0.088759 -0.798934 0.025 -2.446 0.259
C -0.091127 0.715144 0.431289 -0.606 -0.235 0.261
C -0.489242 1.192670 1.470969 0.274 -0.337 -0.739
H -0.395926 -1.831431 -0.187649 0.219 0.113 0.065
H 1.394676 0.347132 -1.027241 -0.606 -0.274 -0.292
H -0.269101 -0.525751 -1.516565 -0.559 3.296 -0.902
H -0.850131 1.609934 2.391028 0.159 -0.099 -0.323



(2)
80
Properties=species:S:1:pos:R:3:forces:R:3 method="wB97M-V/def2-TZVPD" e_tot_ha=-3533.73927 e_above_lowest_ev=1.154 e_homo_ev=-10.621 smiles="O=C1OC[C@@H](F)O1.O=C1OC[C@@H](F)O1.O=C1OC[C@@H](F)O1.O=C1OC[C@@H](F)O1.O=C1OC[C@@H](F)O1.O=C1OC[C@@H](F)O1.O=C1OC[C@@H](F)O1.O=C1OC[C@@H](F)O1"
C -4.421604 -8.957259 -8.459611 0.657 0.797 0.206
C -4.990724 -7.797102 -7.628204 -0.061 -0.897 -0.850
O -5.530404 -8.434602 -6.490850 0.123 0.324 -0.157
C -5.214956 -9.760164 -6.508373 0.446 -0.079 0.334
O -5.491750 -10.524605 -5.637885 -0.168 0.214 -0.179
O -4.450832 -10.057694 -7.566268 -0.517 -0.289 -0.115
F -6.001408 -7.194077 -8.330506 0.141 0.161 0.397
H -3.383837 -8.745783 -8.708851 -0.045 -0.248 -0.169
H -5.013207 -9.122657 -9.357668 -0.092 -0.184 0.091
H -4.208256 -7.076675 -7.395810 -0.444 0.313 0.448
C 1.736221 -11.141333 -8.323896 -0.210 0.070 -0.859
C 1.078427 -11.511344 -7.002505 0.949 -0.565 -1.236
O -0.268222 -11.593578 -7.346903 -0.367 -0.141 0.711
C -0.506286 -10.808608 -8.426072 0.363 1.533 -0.441
O -1.535819 -10.305198 -8.736923 -0.050 -0.821 0.133
O 0.660386 -10.544267 -9.064678 0.019 -0.010 0.371
F 1.309341 -10.535859 -6.083345 -0.291 0.024 0.246
H 2.062812 -11.994577 -8.920215 0.101 -0.201 0.382
H 2.563053 -10.441708 -8.230584 -0.139 0.121 0.139
H 1.464386 -12.469853 -6.662800 -0.401 0.055 0.564
C -0.877547 -5.693588 -5.891900 0.582 -0.464 -0.141
C -0.604857 -6.951405 -6.671519 -0.156 -0.637 0.445
O -0.764105 -6.500449 -7.989147 0.223 -0.715 -0.139
C -1.651050 -5.470922 -7.978504 -0.266 -0.378 1.602
O -2.187773 -5.014089 -8.908898 -0.438 0.535 -1.335
O -1.890883 -5.103532 -6.688880 0.058 0.418 -0.218
F -1.565988 -7.911190 -6.363841 0.145 0.413 -0.498
H 0.033921 -5.089134 -5.972158 -0.180 0.129 0.513
H -1.209005 -5.905928 -4.881913 -0.140 0.289 -0.015
H 0.348500 -7.458375 -6.517114 0.048 0.351 -0.277
C -6.089731 -8.768181 -1.004125 0.011 -0.426 0.114
C -6.768146 -9.204402 0.298363 1.404 0.537 -1.122
O -6.831388 -10.572177 0.095255 -0.581 -0.165 1.249
C -6.866497 -10.861249 -1.224285 -1.067 -0.906 -0.671
O -7.198998 -11.921202 -1.646862 0.502 0.569 -0.092
O -6.567105 -9.765466 -1.943815 0.351 0.708 0.263
F -7.997214 -8.605179 0.395752 -0.024 -0.435 0.219
H -5.008484 -8.899967 -0.935334 -0.036 0.214 0.131
H -6.338802 -7.759573 -1.304214 -0.188 -0.120 -0.232
H -6.161524 -8.992734 1.176153 -0.367 -0.014 0.213
C -3.568821 -9.796443 -3.290032 1.780 0.611 0.017
C -2.695152 -10.737771 -4.118211 -1.154 0.511 -1.223
O -2.427409 -11.809827 -3.285826 0.199 0.012 0.111
C -2.802676 -11.509345 -2.001210 0.283 -1.118 -0.566
O -2.660209 -12.283973 -1.108556 0.060 0.553 0.094
O -3.348040 -10.309212 -1.960876 -1.138 0.480 0.492
F -1.546632 -10.125730 -4.554633 0.367 -0.073 0.550
H -4.592974 -9.723605 -3.643853 -0.214 -0.519 0.567
H -3.118318 -8.802635 -3.285702 -0.169 -0.002 -0.224
H -3.211309 -11.038749 -5.028908 0.112 -0.460 0.151
C -4.446887 -14.250651 0.429596 1.511 -0.444 -0.093
C -4.436609 -15.736058 0.800249 -0.271 2.423 1.417
O -5.714534 -15.802368 1.447045 0.764 -0.861 -0.613
C -6.514756 -14.836738 0.910322 -0.944 -0.921 -0.440
O -7.692032 -14.837852 1.067477 0.347 0.531 0.067
O -5.803066 -14.035553 0.095659 -0.023 0.421 0.184
F -3.478559 -15.946229 1.759224 -0.271 -0.597 -0.672
H -3.715298 -14.029846 -0.343174 -0.672 0.107 -0.522
H -4.128431 -13.631236 1.271618 -0.288 -0.185 0.264
H -4.293080 -16.352999 -0.086693 -0.249 -0.669 0.464
C -0.337631 -14.709286 2.248687 -0.565 0.384 -0.914
C 0.361963 -13.375382 2.187652 -0.170 0.155 0.065
O -0.013126 -12.834948 3.449371 0.743 0.204 -0.086
C -1.185336 -13.405785 3.839857 -0.787 0.035 -1.164
O -1.840412 -13.113679 4.773950 0.184 0.214 0.448
O -1.552997 -14.302868 2.881575 0.511 -0.725 1.296
F -0.155812 -12.584492 1.196712 0.102 -0.033 0.121
H 0.300204 -15.385806 2.824004 -0.487 -0.223 0.190
H -0.674593 -15.137704 1.308629 0.559 0.017 -0.158
H 1.444476 -13.388717 2.072837 -0.056 0.068 0.253
C -6.584258 -5.514301 -3.041214 -0.078 1.497 0.005
C -5.907880 -4.178456 -3.373253 -0.349 -0.441 -0.253
O -4.759540 -4.585010 -4.080617 0.334 0.921 0.294
C -4.502749 -5.873330 -3.827844 -0.653 -1.263 -1.104
O -3.654553 -6.541547 -4.326942 0.699 0.536 0.387
O -5.493132 -6.410403 -3.099344 -0.471 -0.474 0.528
F -5.578314 -3.532321 -2.220421 0.359 0.105 -0.026
H -7.364088 -5.711373 -3.777713 0.173 -0.496 -0.015
H -7.014249 -5.424914 -2.046076 0.072 -0.407 0.052
H -6.464430 -3.495474 -4.007181 -0.038 0.045 0.030



(3)
52
Properties=species:S:1:pos:R:3:forces:R:3 method="wB97M-V/def2-TZVPD" s2=2.00 e_tot_ha=-1173.55106 spin_multiplicity=3 total_charge=+1 e_homo_ev="-10.388 / -10.366"
Pt 0.595340 -0.167406 0.355583 -0.221 0.194 0.474
C -3.499560 3.419494 -0.288917 -0.048 0.344 0.165
N -2.863760 2.168894 -0.632517 0.515 -0.224 -0.086
C -3.759460 1.102094 -1.036717 -0.116 -0.432 -0.210
C -1.554560 1.929794 -0.568217 -0.406 0.590 0.207
O -1.072660 0.860594 -0.959117 0.802 -0.579 0.027
C -0.630860 2.991594 0.042083 -0.170 0.012 0.101
O 0.589440 2.374494 0.397083 -0.058 -0.387 0.117
C 1.738640 2.817894 -0.284717 0.201 0.094 -0.110
C 2.888740 1.887594 0.108583 0.294 0.709 -0.585
O 2.673840 0.861994 0.756583 -0.545 -0.660 0.043
N 4.109340 2.241694 -0.296817 -0.367 -0.237 0.241
C 4.371740 3.460494 -1.027517 -0.100 0.452 -0.061
C 5.263240 1.457594 0.098383 0.144 -0.343 0.226
H -4.341760 3.575894 -0.961517 0.052 0.026 -0.012
H -2.822560 4.260794 -0.400317 0.043 0.050 -0.010
H -3.880660 3.398094 0.732583 -0.022 0.006 0.052
H -4.206160 1.325594 -2.006517 -0.021 0.034 0.026
H -4.549960 0.991394 -0.293317 0.015 0.039 -0.018
H -3.201660 0.171394 -1.110917 -0.132 0.021 0.052
H -1.078260 3.401394 0.955583 0.068 -0.022 -0.194
H -0.463560 3.807694 -0.668517 -0.109 -0.045 0.032
H 1.973640 3.853694 -0.002117 -0.010 -0.170 -0.044
H 1.597440 2.775194 -1.374517 -0.002 -0.001 0.103
H 3.678040 3.581194 -1.857917 0.033 0.024 -0.052
H 5.379640 3.412994 -1.431117 -0.042 -0.010 -0.018
H 4.304340 4.334694 -0.374717 0.061 0.023 -0.060
H 4.924040 0.566994 0.622383 0.085 0.073 -0.057
H 5.897940 2.044294 0.764683 0.019 -0.020 -0.039
H 5.832440 1.165594 -0.783017 0.009 0.019 -0.002
C -3.351660 -3.578606 0.455683 0.215 -0.119 0.101
N -2.544260 -2.402906 0.259783 -0.599 0.670 -0.451
C -2.237860 -1.688906 1.469983 0.083 -0.182 -0.150
C -1.475260 -2.505906 -0.706817 0.504 -0.009 0.231
C -0.185560 -3.056706 -0.117317 -0.516 0.452 -0.323
C 0.015740 -4.427906 -0.072017 0.151 0.116 0.044
C 1.160740 -4.950106 0.498083 -0.006 -0.111 0.113
C 2.094440 -4.103206 1.062683 0.013 0.014 0.034
C 1.903640 -2.730606 1.013283 0.095 0.413 0.105
C 0.765040 -2.184506 0.422683 0.320 -0.395 -0.323
H -4.223460 -3.315206 1.051583 -0.098 -0.041 0.028
H -2.811760 -4.380506 0.977683 -0.040 -0.120 0.061
H -3.687560 -3.953006 -0.510417 -0.051 -0.051 0.005
H -3.157560 -1.289706 1.896383 -0.018 0.086 0.125
H -1.550460 -0.855306 1.240283 -0.265 -0.042 0.114
H -1.744260 -2.319306 2.218383 0.145 0.054 0.164
H -1.269860 -1.499106 -1.096617 -0.096 -0.205 -0.105
H -1.817060 -3.140306 -1.527017 0.028 0.097 -0.014
H -0.720460 -5.088306 -0.504517 -0.107 -0.058 -0.099
H 1.319240 -6.015306 0.504683 0.041 -0.184 0.032
H 2.977140 -4.507006 1.533883 0.114 -0.001 0.027
H 2.648640 -2.081306 1.455183 0.114 0.035 -0.029



(4)
20
Properties=species:S:1:pos:R:3:forces:R:3 method="wB97M-V/def2-TZVPD" e_tot_ha=-614.80398 e_above_lowest_ev=2.600 e_homo_ev=-9.634 smiles=CC(C)[C@@](C)(O)P
C 1.139076 -0.799175 -1.460741 -1.620 -3.256 1.230
C -1.357594 -1.004911 -0.964702 -0.102 2.199 -2.385
C -0.740599 1.598470 0.863614 -0.387 -1.100 2.852
C -0.049045 -0.080473 -0.832470 -0.797 -0.472 -0.710
C 0.053582 0.380859 0.606161 0.813 -3.316 1.783
O -0.504309 -0.792227 1.747292 0.973 1.287 -2.606
P 1.828059 0.376471 1.349485 -1.256 1.015 0.864
H 2.098734 -0.411278 -1.566964 1.450 1.504 0.335
H 0.913353 -1.213997 -2.436906 -0.485 0.189 -0.323
H 1.244151 -1.731600 -0.832707 0.334 0.643 -0.542
H -2.066078 -0.748832 -0.217043 -0.368 -0.063 0.996
H -1.000104 -1.992748 -0.893908 0.106 -1.363 0.366
H -2.013179 -0.958537 -1.923571 1.709 0.232 1.108
H -0.075362 2.380375 0.537103 -0.218 0.900 0.443
H -0.901916 1.428719 1.994924 0.230 1.517 -1.487
H -1.728959 1.673179 0.420677 0.024 -0.256 -0.427
H -0.103770 0.882712 -1.319063 -0.671 0.264 -0.637
H -0.347747 -1.682662 1.352136 -0.086 1.019 0.296
H 2.250723 1.693362 0.985491 0.005 -0.192 -0.477
H 1.360985 1.002293 2.591192 0.345 -0.749 -0.679



(5)
8
Properties=species:S:1:pos:R:3:forces:R:3 method="wB97M-V/def2-TZVPD" e_tot_ha=-316.33936 e_above_lowest_ev=1.836 e_homo_ev="-8.104 / -8.042"
N 0.070346 0.882013 1.939645 2.175 -0.024 -0.135
N -0.962474 -0.014001 -0.958127 -1.180 -1.293 -0.209
N -0.248465 -0.627721 -0.040346 0.593 -1.535 1.015
O 1.123456 -0.467192 -0.333926 -1.886 3.307 -0.342
O 1.226759 0.831411 1.807602 -2.084 0.387 0.681
H -1.965710 -0.133239 -0.805772 0.640 0.335 0.060
H -0.622799 0.863731 -1.195035 0.466 2.102 -0.894
H 1.378887 -1.335003 -0.414042 1.277 -3.280 -0.176



(6)
16
Properties=species:S:1:pos:R:3:forces:R:3 method="wB97M-V/def2-TZVPD" e_tot_ha=-363.05960 e_above_lowest_ev=0.706 e_homo_ev=-9.386 smiles="NC(=O)CCCO"
N -1.442876 1.382999 0.296389 -0.049 0.038 0.073
C -0.813682 0.860178 1.380249 0.023 -0.031 -0.002
O -1.323242 0.830181 2.488777 0.145 0.028 -0.248
C 0.567853 0.272969 1.105379 0.024 0.014 0.110
C 0.504429 -1.036892 0.297366 -0.062 -0.012 -0.015
C 0.543229 -0.897052 -1.239628 0.018 -0.315 0.004
O 0.469834 0.471110 -1.637351 -0.088 0.157 -0.235
H -2.360647 1.776789 0.429328 0.102 -0.060 -0.061
H -0.996707 1.362176 -0.610531 -0.071 0.021 0.162
H 1.207021 1.002835 0.597482 -0.134 -0.068 0.095
H 0.993295 0.066579 2.089441 -0.038 0.024 -0.137
H 1.343422 -1.664032 0.600009 0.014 0.024 -0.022
H -0.395356 -1.582761 0.593817 0.044 0.050 -0.036
H 1.472021 -1.330467 -1.631233 -0.082 0.065 0.079
H -0.288216 -1.453373 -1.688201 0.063 0.045 0.083
H 0.358434 0.497263 -2.595181 0.090 0.020 0.151